*P*
DFT (wB97M-V/def2-TZVPD) results for an isolated ion of composition C6H11N4 and charge +1.

The geometry in ORCA input format:
```
! wB97M-V def2-TZVPD RIJCOSX def2/J DEFGRID3
* xyz 1 1
N 2.04 -1.20 -0.09
N 1.54 0.92 0.06
N -0.76 1.90 0.30
N 3.24 -0.48 -0.11
C -1.16 0.87 -0.68
C -1.29 -1.72 -0.43
C 2.85 0.74 -0.06
C -0.62 -0.43 -0.14
C 1.01 -0.32 0.07
C -1.44 -1.14 0.88
H 3.49 1.62 -0.04
H -0.63 -2.55 -0.65
H -1.15 -1.73 1.82
H 2.08 -2.20 0.15
H -1.26 1.69 1.13
H -2.15 0.63 -0.93
H -0.71 1.36 -1.54
H -2.11 -1.80 -1.15
H -0.85 2.90 0.05
H 0.37 1.62 0.30
H -2.50 -0.67 1.06
*
```

The molecular weight comes out at 139.18 g/mol. The value obtained for the LUMO energy is -2.81 eV. As for the SMILES: [NH3+]CC1(c2ncn[nH]2)CC1. The HOMO energy is -0.51952 hartree.

Mulliken population analysis, charges in e, atoms 1 to 8: N 0.206; N -0.373; N -0.298; N -0.672; C -1.200; C -0.722; C -0.100; C 0.988

=====

*Q*
DFT (wB97M-V/def2-TZVPD) results for an isolated ion of composition C6H11N4 and charge +1.

The geometry in ORCA input format:
```
! wB97M-V def2-TZVPD RIJCOSX def2/J DEFGRID3
* xyz 1 1
N -2.92 -0.75 -0.11
N 0.47 1.39 0.06
N 1.74 -0.61 0.16
N -0.69 -2.01 0.03
C 3.09 -0.07 -0.13
C -0.61 -0.62 -0.03
C 0.56 0.05 0.03
C -1.89 0.10 -0.03
C -1.93 1.52 0.02
C -0.64 2.14 0.12
H -2.84 2.19 0.15
H -0.48 3.15 0.08
H 1.65 -1.63 -0.16
H 3.14 1.03 -0.07
H -0.08 -2.47 -0.62
H -2.73 -1.66 -0.22
H 1.33 1.92 -0.07
H -0.47 -2.33 0.96
H -3.91 -0.46 0.21
H 3.67 -0.57 0.66
H 3.56 -0.29 -1.05
*
```

The molecular weight comes out at 139.18 g/mol. The value obtained for the LUMO energy is -3.20 eV. As for the SMILES: C/[NH+]=c1\[nH]ccc(N)c1N. The HOMO energy is -0.46028 hartree.

Mulliken population analysis, charges in e, atoms 1 to 8: N -0.354; N -0.022; N -0.262; N -0.722; C -0.901; C 1.354; C -0.533; C 0.482

=====

*R*
DFT (wB97M-V/def2-TZVPD) results for an isolated ion of composition C6H11N4 and charge +1.

The geometry in ORCA input format:
```
! wB97M-V def2-TZVPD RIJCOSX def2/J DEFGRID3
* xyz 1 1
N 2.35 -0.11 -0.21
N -0.72 -1.44 -0.31
N -0.78 -2.07 0.78
N -0.14 0.24 2.01
C -1.10 0.77 -1.06
C -0.56 1.62 0.09
C 3.56 -0.31 -0.58
C -1.76 -0.52 -0.65
C 0.18 0.62 0.85
C 1.25 -0.09 0.20
H -2.60 -0.29 0.01
H -0.14 0.57 -1.62
H -1.41 -1.63 1.60
H 4.27 -0.61 0.13
H -0.04 -2.72 0.91
H -0.03 2.58 -0.21
H 3.98 0.37 -1.32
H -1.01 0.56 2.30
H -1.66 1.40 -1.77
H -1.50 2.01 0.46
H -2.15 -0.93 -1.64
*
```

The molecular weight comes out at 139.18 g/mol. The value obtained for the LUMO energy (alpha / beta) is -5.45 / -5.45 eV. The HOMO energy (alpha / beta) is -0.43853 / -0.43871 hartree.

Mulliken population analysis, charges in e, atoms 1 to 8: N 0.061; N -0.012; N -0.124; N -0.760; C -0.899; C -0.613; C -0.273; C -0.381

=====

The structure with the least stability is *R*.